162
Properties=species:S:1:pos:R:3 method="wB97M-V/def2-TZVPD" molar_mass_g_mol=1196.56 homo_lumo_gap_ev=9.67 total_energy_ha=-5574.0190
C 0.541 -1.484 -2.305
C -2.963 0.382 7.355
H -0.048 -4.196 -0.026
O 2.557 -3.436 -0.463
H -0.605 7.948 -2.997
C -0.450 -3.252 6.133
H -3.939 -0.701 -3.829
H -2.521 2.797 -1.208
C -2.160 3.783 -1.386
H -1.062 -4.194 -6.029
H -5.040 2.827 -0.450
C 4.845 -2.560 0.375
C -2.115 1.698 5.587
C 3.088 -3.173 -5.522
H 4.979 1.091 2.964
H 0.837 0.403 -1.431
H 3.514 2.087 2.761
O 5.235 2.757 1.740
O 6.888 4.447 1.721
O -1.728 5.648 -3.140
C 3.736 -2.713 -4.409
C 0.112 -4.314 6.742
H -0.651 -2.275 4.259
C -3.111 -0.417 5.242
H -1.144 3.864 -0.925
C -0.059 7.266 -3.674
C -0.276 5.866 -3.187
S -6.659 1.663 -1.887
H -2.205 -7.788 -4.734
H 0.948 3.037 -2.688
H 5.562 -2.402 -7.678
C -5.043 0.783 1.800
N 1.891 0.790 4.485
H 1.023 7.408 -3.755
O -5.522 0.929 -2.736
H -0.493 7.338 -4.677
N 4.922 -2.117 -4.401
C 1.919 1.780 5.382
O -1.432 3.355 -3.819
H -6.147 1.023 1.855
H -5.359 3.373 2.728
H 1.301 -1.230 -3.084
H -1.813 -6.043 -4.572
C 4.984 -2.534 -6.755
H -3.554 4.649 3.445
H 4.455 5.226 2.929
C 0.791 -0.611 -1.095
H 3.577 1.546 0.349
H 5.799 5.310 4.065
H 4.467 0.367 -4.536
C 0.617 -5.049 0.105
H 0.424 -0.404 2.443
N 2.861 2.412 -2.461
C -3.725 -5.369 -6.301
H 0.609 -2.531 -2.117
H -2.847 -0.876 -2.537
H 6.512 -1.720 -5.714
C -4.566 0.234 -1.961
O -2.003 3.276 2.920
C 1.394 1.669 -4.221
H -1.656 2.616 5.217
H -0.745 -2.969 -4.831
O -6.936 0.851 -0.787
H -4.472 -4.290 -4.697
O -3.613 -6.522 -5.504
H -2.960 -5.336 -7.129
C -5.763 3.029 -1.258
C -1.490 -3.320 -5.547
H -4.296 2.292 3.679
H -4.785 0.260 2.726
H -4.712 -5.525 -6.778
H 4.838 -1.610 -0.246
O -1.076 1.325 -0.085
H -3.348 4.257 1.659
H -0.645 4.441 1.794
H -4.982 -0.674 -1.550
H -2.441 0.783 3.645
H -0.143 -4.562 7.754
H 2.090 -3.606 -5.399
C 3.655 0.913 -4.143
H -0.492 -1.303 -2.629
C 0.078 0.509 1.969
C -0.114 -3.013 4.830
O -4.195 1.972 1.673
C -3.518 -0.140 -2.961
H -1.561 -6.761 -6.084
S -1.034 0.142 0.648
H -0.496 1.068 2.725
O -3.663 4.338 -3.485
C 2.418 0.940 -4.759
H -0.943 5.038 3.381
H 3.250 -3.294 -7.649
O -0.317 -0.944 -0.185
H -4.050 -3.267 -6.232
H -4.141 0.836 -1.150
H -2.166 2.386 7.588
C -3.303 3.868 2.682
H 0.949 1.166 1.688
C 1.947 -4.857 -0.687
S -2.319 4.196 -3.090
H -1.184 -2.662 6.623
C 1.697 2.367 -3.078
C 3.950 0.865 1.108
N -3.382 -0.563 6.540
C 4.392 1.676 2.283
N 1.024 -5.141 6.183
H -4.830 0.225 0.890
C 1.341 -4.860 4.927
H -0.024 3.509 3.150
H 3.178 -2.832 -3.471
H 2.356 -1.212 4.191
H 2.838 0.139 8.116
O -2.623 -3.697 -4.829
C 3.737 -3.077 -6.708
H 2.590 -5.586 -0.202
C -2.497 0.709 4.712
H 0.186 -6.035 -0.178
H 0.215 5.185 -3.913
H 5.274 -3.409 -0.125
H 2.028 -5.538 4.421
C -2.247 -6.811 -5.229
O -7.653 2.026 -2.842
C 2.656 0.343 7.101
H 1.129 -3.625 3.216
H -3.032 0.778 -3.349
C 3.794 1.672 -2.992
C 5.077 4.638 3.592
H 2.259 0.290 -5.603
H 0.207 5.713 -2.211
H -5.443 3.748 -2.019
C -0.852 4.119 2.811
C 0.804 -3.802 4.200
H 2.318 2.448 7.327
O 6.864 2.771 3.620
H 3.199 0.164 1.506
H 1.692 -0.899 -0.604
H -2.873 4.425 -0.834
H -3.209 0.230 8.398
H 0.431 1.833 -4.659
S 6.182 3.602 2.672
H 0.865 -5.211 1.153
H 5.342 -2.317 1.306
C 5.540 -2.120 -5.582
H -3.442 -1.233 4.631
O -2.226 -0.505 1.044
H 1.856 -4.921 -1.787
C -2.403 1.546 6.924
H 3.091 -1.637 6.537
C -3.793 -4.090 -5.536
H 4.764 1.633 -2.530
O 3.475 -4.213 1.778
C -4.381 2.874 2.755
C 2.242 1.589 6.693
H -6.610 3.579 -0.777
S 3.277 -3.092 0.922
H 1.780 2.814 5.040
H 4.526 4.075 4.308
H 4.724 0.240 0.658
C 2.332 -0.411 4.902
H -1.798 -2.527 -6.275
O 2.551 -1.995 1.423
C 2.722 -0.684 6.203

=====

75
Properties=species:S:1:pos:R:3 method="wB97M-V/def2-TZVPD" molar_mass_g_mol=678.54 homo_lumo_gap_ev=7.31 total_energy_ha=-2893.6905
H -5.907 7.917 -0.613
H 3.257 -5.228 2.719
H 4.759 -5.840 3.475
O 1.712 3.288 0.572
H -2.626 -0.542 0.135
H -4.422 7.519 0.303
O 3.762 -4.157 0.635
C 1.065 -9.661 5.715
H -5.173 3.443 0.203
C -2.391 2.749 -0.638
C -3.486 3.715 -0.954
H 3.175 -1.787 -5.458
C -0.230 1.833 -0.296
H 3.619 -6.979 2.699
H -5.418 6.213 -0.401
C -0.022 -0.652 0.249
H 2.302 1.543 -2.377
H 5.767 3.869 -0.321
H -6.371 2.731 -3.142
O 2.018 -3.324 -0.311
H 1.431 -1.436 -5.674
O 1.825 -9.612 3.524
O -3.432 4.800 -1.454
O 6.926 1.103 -0.406
H 1.434 3.123 -2.392
O -5.298 0.804 -0.499
O 3.270 -0.314 -3.336
H -0.133 -1.157 2.343
O 5.105 1.630 -1.427
O 0.690 -11.327 4.164
H 2.858 -1.323 1.097
C 3.592 -1.842 0.488
O -7.260 5.486 -2.379
O 2.242 0.959 0.246
N 3.012 -6.231 4.548
O -5.792 6.334 2.146
H 1.994 -2.367 -4.249
N -4.705 3.055 -0.610
O -7.197 7.799 1.422
H 1.512 -10.357 6.419
H -0.511 -2.526 1.165
C 2.117 2.473 -1.850
C -0.244 -1.483 1.311
C -1.028 2.927 -0.596
H -0.605 3.901 -0.806
N -7.145 4.663 -3.264
O -6.908 4.911 -4.426
H 7.504 3.430 -0.371
H 4.550 -1.903 0.991
H 6.598 3.689 -1.895
H -8.129 2.823 -3.467
C -5.428 7.202 0.044
H 0.003 -9.546 5.907
C -4.462 1.656 -0.474
C -2.971 1.518 -0.373
O 3.410 -7.123 5.269
N 1.207 -10.247 4.353
C -2.189 0.424 -0.072
C -0.799 0.568 -0.043
C 6.545 3.343 -0.867
H 1.576 -8.705 5.730
H -7.500 3.176 -1.830
N -6.208 7.111 1.306
N 3.087 -3.220 0.254
N 2.406 -0.322 -4.187
H 3.688 -1.362 -0.481
C 2.233 -1.582 -4.961
C 3.717 -6.049 3.252
C -7.302 3.229 -2.893
O 2.089 -5.488 4.806
N 6.164 1.904 -0.902
S 1.514 2.106 -0.237
O 1.677 0.614 -4.448
H 0.813 -0.866 -0.420
H 3.066 2.977 -1.688

=====

22
Properties=species:S:1:pos:R:3 method="wB97M-V/def2-TZVPD" molar_mass_g_mol=118.18 homo_lumo_gap_ev=9.26 total_energy_ha=-383.6020 e_above_lowest_kcal_mol=61.93
H -0.173 -2.236 -1.113
H -0.776 -1.046 -2.259
H -2.669 1.660 -0.380
N 0.771 1.005 2.746
H 1.163 1.780 0.915
C -2.254 0.740 -0.786
H 0.285 0.706 -1.175
C 1.087 -0.417 0.662
H 2.510 0.857 1.567
H 0.483 -1.207 1.083
H 1.135 0.308 3.394
H -1.632 -0.621 0.620
H -1.725 1.199 -1.643
N -1.255 0.164 0.104
H -3.036 0.058 -1.127
C 1.421 0.855 1.443
C 0.077 -0.075 -0.450
C 0.020 -1.246 -1.524
H 1.987 -0.756 0.166
O 1.359 -1.377 -2.026
H -0.211 0.754 2.717
H 1.434 -1.104 -2.933

=====

13
Properties=species:S:1:pos:R:3 method="wB97M-V/def2-TZVPD" molar_mass_g_mol=89.09 homo_lumo_gap_ev=8.24 total_energy_ha=-323.7040 e_above_lowest_kcal_mol=48.30
C -1.689 -0.180 0.001
H -2.621 0.345 -1.599
H -0.755 -0.516 2.172
C 1.997 0.089 -0.125
O -1.979 -0.333 -1.353
H 0.336 0.389 -1.399
H 2.062 -0.397 0.851
H 2.590 1.012 -0.082
C -0.427 0.040 0.403
N 0.611 0.377 -0.429
H -2.507 -0.244 0.714
O -0.067 -0.010 1.719
H 2.450 -0.572 -0.874